[1]
16
Properties=species:S:1:pos:R:3 method="wB97M-V/def2-TZVPD" e_above_lowest_ev=6.8323 e_tot_ev=-18660.6941 molar_mass_g_mol=119.19
S -1.8361 0.3038 -0.1390
O -3.0644 1.0845 -0.4303
N -0.9450 0.6800 1.0306
C 2.2433 -0.2044 0.3711
C 2.5603 1.2303 0.1167
C 2.3179 0.5288 -0.9386
C -2.2664 -1.3998 0.0783
H 1.3008 -0.3438 0.7007
H 2.8610 2.1560 0.6699
H -2.6310 -1.3988 0.9946
H -2.8259 -1.7381 -0.7990
H -1.3193 -2.0347 -0.1485
H 2.9153 -1.0054 0.5863
H -0.9371 0.1272 -1.3149
H 2.2473 0.4031 -2.0288
H -0.6206 1.6112 1.2509

[2]
16
Properties=species:S:1:pos:R:3 method="wB97M-V/def2-TZVPD" e_above_lowest_ev=1.9073 e_tot_ev=-18665.6191 molar_mass_g_mol=119.19
S 2.0402 1.1717 -0.1682
O -0.8043 -1.4897 -0.0850
N 1.1288 -0.2964 0.0146
C 1.9929 -1.4748 -0.0725
C -0.2821 -0.4243 -0.0238
C -0.9065 0.9166 0.1265
C -2.3900 0.7150 -0.2519
H 2.5472 1.1923 1.0565
H -2.9255 0.0810 0.3362
H 1.2082 -2.1972 -0.2021
H -0.4714 1.6571 -0.5098
H -3.0487 1.7060 -0.1942
H -2.6416 0.4409 -1.2021
H -0.7841 1.2088 1.1746
H 2.5669 -1.7408 0.7955
H 2.7700 -1.4662 -0.7943